1.
17
Properties=species:S:1:pos:R:3:forces:R:3:nbo_charge:R:1 method="wB97M-V/def2-TZVPD" energy_ha=-326.03199 orbital_gap_ev=7.71 max_force_ev_per_a=5.29 e_lumo_ev=-6.2 homo_energy_ev=-13.9 charge=+1 de_lowest_kj_mol=655.9
C 1.112 -0.502 0.121 2.99 4.34 -0.53 0.52
C 0.727 -1.767 0.297 0.25 -3.94 -2.12 -0.84
C -1.844 0.596 -0.716 0.70 -2.13 -0.32 -0.60
C 0.482 0.751 0.184 -2.95 1.17 0.91 -0.65
C -1.064 0.758 0.527 1.25 1.95 0.63 -0.37
N 2.902 -0.147 -0.446 -1.26 -2.07 -0.69 0.30
O 3.346 0.726 0.098 0.26 1.28 0.83 -0.10
H 0.080 -2.020 1.113 0.00 -0.28 1.17 0.34
H -0.167 -1.802 -0.419 0.80 -0.14 -0.09 0.37
H 1.569 -2.488 -0.051 -1.76 0.63 1.04 0.29
H -1.568 -0.401 -1.141 -0.16 0.89 -0.40 0.18
H -1.702 1.392 -1.388 0.25 0.83 -1.11 0.22
H -2.862 0.497 -0.510 -1.78 0.05 0.34 0.24
H 0.604 1.333 -0.723 0.44 -0.15 -0.88 0.31
H 0.968 1.471 0.840 0.80 -0.26 0.56 0.34
H -1.187 -0.100 1.126 -0.62 -0.75 1.25 0.19
H -1.396 1.702 1.087 0.80 -1.43 -0.61 0.24

2.
15
Properties=species:S:1:pos:R:3:forces:R:3:nbo_charge:R:1 method="wB97M-V/def2-TZVPD" energy_ha=-287.78397 smiles="CC(N)=O.C=C" orbital_gap_ev=10.69 max_force_ev_per_a=2.16 e_lumo_ev=0.9 homo_energy_ev=-9.8 charge=0 de_lowest_kj_mol=127.3
C 0.583 1.404 -1.355 -0.16 -0.72 0.41 -0.72
C -0.748 0.675 -1.078 -0.54 1.34 -1.61 0.67
N -1.506 1.257 -0.099 0.12 -0.40 0.13 -0.84
O -1.222 -0.134 -1.863 0.53 0.03 0.89 -0.61
H -1.131 1.945 0.538 -0.15 -0.25 -0.18 0.39
H -2.461 0.935 -0.009 0.29 0.10 0.16 0.41
H 1.168 1.495 -0.435 0.06 0.07 -0.13 0.22
H 1.154 0.857 -2.110 -0.15 0.06 0.21 0.24
H 0.362 2.405 -1.731 -0.06 -0.11 0.05 0.24
C 0.720 -1.175 1.186 -0.22 -0.26 -0.67 -0.39
C 0.528 -2.448 1.537 0.50 0.57 -0.20 -0.38
H 0.480 -2.738 2.583 -0.13 0.01 -0.15 0.19
H 0.759 -0.380 1.924 0.04 -0.06 0.00 0.19
H 0.800 -0.864 0.121 0.00 -0.45 0.97 0.19
H 0.515 -3.236 0.790 -0.13 0.08 0.13 0.20

3.
25
Properties=species:S:1:pos:R:3:forces:R:3:nbo_charge:R:1 method="wB97M-V/def2-TZVPD" spin_multiplicity=2 energy_ha=-3278.53192 orbital_gap_ev="8.44 / 7.25" max_force_ev_per_a=0.18 e_lumo_ev="-2.7 / -4.9" homo_energy_ev="-11.1 / -12.1" charge=+1
Hg 0.216 -0.368 -0.331 0.02 -0.04 0.00 0.71
N -2.918 5.094 1.374 0.08 -0.07 0.01 -0.75
C -2.240 3.970 1.069 -0.06 0.06 -0.01 0.25
C -1.260 3.956 0.061 0.07 0.00 0.00 -0.31
C -0.612 2.783 -0.230 -0.04 0.03 0.06 0.06
N -0.868 1.633 0.408 0.10 -0.13 -0.08 -0.55
C -1.793 1.635 1.377 0.01 0.04 0.00 0.06
C -2.492 2.759 1.736 0.03 -0.04 0.05 -0.31
H -2.679 5.969 0.943 -0.03 0.01 0.01 0.41
H -3.562 5.112 2.144 -0.01 0.03 -0.01 0.41
H -1.004 4.858 -0.476 -0.03 -0.01 -0.02 0.24
H 0.151 2.756 -0.997 -0.02 -0.01 -0.02 0.21
H -1.968 0.696 1.886 -0.02 -0.01 -0.02 0.21
H -3.217 2.706 2.536 -0.02 0.00 -0.02 0.24
Br 2.494 -5.878 1.344 0.01 -0.03 0.03 0.13
C 2.277 -4.655 -0.061 -0.01 0.02 -0.01 -0.13
C 2.756 -4.930 -1.331 0.01 0.00 -0.03 -0.16
C 2.565 -3.986 -2.328 0.00 0.00 0.00 -0.22
C 1.907 -2.810 -2.021 0.00 -0.01 0.01 0.03
N 1.450 -2.558 -0.794 -0.08 0.14 0.04 -0.47
C 1.627 -3.455 0.173 0.01 0.00 -0.02 0.01
H 3.266 -5.861 -1.535 0.00 0.00 0.01 0.25
H 2.922 -4.160 -3.333 0.00 0.00 0.00 0.25
H 1.738 -2.049 -2.772 -0.01 0.01 0.01 0.21
H 1.244 -3.217 1.158 -0.01 0.01 0.00 0.22

4.
28
Properties=species:S:1:pos:R:3:forces:R:3:nbo_charge:R:1 method="wB97M-V/def2-TZVPD" energy_ha=-649.32524 smiles="COC1=C/C(=C(/C#N)[C@H](N)O)CCC1" orbital_gap_ev=8.90 max_force_ev_per_a=4.97 e_lumo_ev=0.5 homo_energy_ev=-8.4 charge=0 de_lowest_kj_mol=197.8
C 2.248 -0.981 -2.093 4.35 -0.90 -2.23 0.29
C -0.634 -0.163 0.044 0.55 -1.31 -1.27 -0.37
C -0.855 0.339 1.223 -1.53 2.31 2.31 0.39
C 0.737 -0.478 -0.354 0.31 0.66 0.43 0.11
C 0.984 -0.661 -1.650 -1.69 -0.01 -0.01 -0.23
C 0.242 0.885 2.111 -1.50 -1.40 1.97 -0.48
C 1.808 -0.496 0.724 2.00 -1.09 -0.03 -0.45
C 1.638 0.782 1.592 0.40 0.22 -2.14 -0.40
C -2.592 1.376 2.674 -0.66 0.28 2.23 -0.27
C -0.117 -0.523 -2.702 1.58 0.55 -0.85 0.24
N 3.299 -1.215 -2.563 -2.28 0.44 1.30 -0.32
N -1.087 -1.519 -2.623 0.86 1.02 2.02 -0.85
O 0.528 -0.510 -4.001 -1.12 -0.78 -0.93 -0.73
O -2.188 0.408 1.702 1.69 0.54 0.03 -0.51
H -1.412 -0.513 -0.625 -0.15 0.17 0.34 0.26
H 0.073 1.917 2.469 -0.36 -0.57 -0.13 0.23
H 0.153 0.159 3.010 0.23 1.36 -0.81 0.22
H 1.655 -1.519 1.314 0.50 2.21 -0.88 0.23
H 2.960 -0.447 0.297 -3.14 -0.53 0.82 0.25
H 1.842 1.686 0.816 -0.03 -1.84 2.24 0.21
H 2.258 0.691 2.499 0.40 0.71 -0.83 0.23
H -3.669 1.105 2.877 1.33 0.06 0.19 0.21
H -2.661 2.414 2.386 0.26 0.30 -1.30 0.18
H -2.001 1.564 3.692 -0.89 -1.55 -2.00 0.18
H -0.548 0.476 -2.610 -0.30 0.02 0.22 0.16
H -1.720 -1.416 -3.326 -2.36 -0.48 -1.94 0.37
H -0.844 -2.389 -2.245 0.24 -1.26 0.02 0.39
H -0.098 -0.970 -4.638 1.30 0.87 1.22 0.47

5.
23
Properties=species:S:1:pos:R:3:forces:R:3:nbo_charge:R:1 method="wB97M-V/def2-TZVPD" energy_ha=-527.62570 smiles=C[SiH2]CC(C)(C)C orbital_gap_ev=10.16 max_force_ev_per_a=4.62 e_lumo_ev=0.9 homo_energy_ev=-9.3 charge=0 de_lowest_kj_mol=192.7
C 1.300 -0.172 1.542 -0.49 -0.57 1.97 -0.62
C 1.224 -1.414 -0.625 3.37 -0.27 -1.13 -0.59
C 2.010 0.921 -0.642 0.06 0.55 -0.25 -0.60
C -3.213 0.572 -0.346 -0.43 1.04 -1.06 -1.10
C -0.311 0.525 -0.374 -2.46 -3.64 1.34 -0.73
C 0.998 -0.078 0.048 1.71 2.61 -2.02 -0.11
Si -1.848 -0.481 0.505 0.43 4.46 -1.13 1.07
H 1.134 0.687 2.317 0.32 -0.80 -2.13 0.23
H 2.404 -0.455 1.572 -1.54 -0.02 0.57 0.22
H 0.575 -0.950 2.010 1.62 0.63 -0.72 0.21
H 1.522 -1.350 -1.748 -0.71 0.28 1.85 0.21
H 2.154 -1.934 -0.155 -1.84 0.54 -0.62 0.21
H 0.349 -1.977 -0.599 -1.25 -1.56 0.36 0.20
H 1.538 1.834 -1.051 -0.12 -0.49 0.29 0.20
H 2.687 1.290 0.086 1.00 0.36 0.69 0.20
H 2.596 0.540 -1.484 -0.11 -0.38 0.28 0.21
H -4.114 -0.028 -0.680 1.05 0.91 0.03 0.24
H -3.594 1.490 0.175 0.16 -1.20 0.45 0.25
H -2.703 1.182 -1.199 -0.93 -1.76 0.79 0.24
H -0.453 1.536 -0.129 -0.01 1.42 0.55 0.22
H -0.489 0.419 -1.453 0.17 -0.07 0.17 0.22
H -1.832 -1.844 0.277 -0.15 -2.10 -0.62 -0.19
H -1.933 -0.314 1.955 0.14 0.07 0.37 -0.18

6.
44
Properties=species:S:1:pos:R:3:forces:R:3:nbo_charge:R:1 method="wB97M-V/def2-TZVPD" energy_ha=-700.75088 smiles="CCCCCCCCCCCCCC(=O)O" orbital_gap_ev=11.28 max_force_ev_per_a=0.67 e_lumo_ev=0.8 homo_energy_ev=-10.5 charge=0 de_lowest_kj_mol=10.1
C -0.766 3.610 -6.493 -0.03 -0.18 0.20 -0.60
C -0.361 3.161 -5.093 0.08 0.29 -0.13 -0.39
C 0.680 4.096 -4.482 0.04 -0.39 0.12 -0.39
C 1.161 3.639 -3.104 -0.23 0.32 -0.08 -0.39
C 0.170 3.942 -1.981 0.33 -0.05 0.12 -0.39
C 0.642 3.367 -0.643 -0.30 -0.08 -0.18 -0.39
C 0.277 1.891 -0.474 0.34 0.21 0.26 -0.39
C 1.139 1.205 0.586 -0.19 -0.25 -0.23 -0.39
C 0.593 -0.168 0.992 0.08 0.26 0.25 -0.40
C -0.436 -0.058 2.116 -0.10 -0.27 -0.23 -0.39
C -1.212 -1.352 2.367 0.26 0.10 0.20 -0.39
C -0.313 -2.536 2.717 -0.32 -0.03 -0.08 -0.40
C -1.131 -3.741 3.184 0.25 0.09 -0.05 -0.51
C -0.294 -4.992 3.245 0.06 -0.03 -0.09 0.80
O 0.605 -5.275 2.502 0.15 0.01 -0.14 -0.60
O -0.680 -5.801 4.244 -0.32 -0.27 0.53 -0.69
H -0.143 -6.609 4.253 0.06 0.23 -0.25 0.50
H -1.583 -3.571 4.161 -0.06 0.01 -0.07 0.23
H -1.936 -3.933 2.468 -0.04 -0.04 0.05 0.23
H 0.384 -2.248 3.506 0.11 0.01 0.00 0.20
H 0.270 -2.835 1.846 0.09 0.01 0.05 0.22
H -1.911 -1.180 3.189 -0.11 -0.03 -0.02 0.20
H -1.799 -1.597 1.480 -0.10 -0.03 -0.03 0.19
H -1.153 0.729 1.871 0.00 0.11 0.04 0.20
H 0.075 0.240 3.034 0.00 0.08 0.05 0.19
H 1.417 -0.801 1.326 -0.01 -0.11 -0.05 0.20
H 0.138 -0.646 0.122 0.01 -0.11 -0.07 0.19
H 2.151 1.096 0.189 0.04 0.09 0.03 0.20
H 1.204 1.840 1.472 0.07 0.07 0.08 0.19
H 0.409 1.368 -1.423 -0.06 -0.08 -0.07 0.19
H -0.777 1.813 -0.201 -0.10 -0.04 -0.05 0.19
H 1.727 3.482 -0.574 0.06 0.04 0.06 0.19
H 0.203 3.934 0.181 0.08 0.00 0.07 0.20
H -0.811 3.530 -2.222 -0.13 0.04 -0.01 0.19
H 0.062 5.026 -1.895 -0.07 0.03 -0.07 0.20
H 1.365 2.568 -3.137 0.10 -0.11 0.01 0.19
H 2.103 4.144 -2.872 0.05 -0.07 0.06 0.20
H 1.538 4.143 -5.158 -0.02 0.08 -0.06 0.20
H 0.266 5.104 -4.407 0.02 0.11 -0.05 0.19
H 0.052 2.151 -5.143 -0.02 -0.05 0.07 0.19
H -1.247 3.126 -4.456 -0.02 -0.09 0.05 0.19
H -1.498 2.927 -6.918 -0.08 0.00 -0.12 0.21
H -1.204 4.606 -6.463 -0.05 0.12 -0.05 0.20
H 0.100 3.637 -7.150 0.06 0.03 -0.10 0.20